A | Below is 7 unconnected molecules or ions with the total composition H14O7, with properties calculated with wB97M-V/def2-TZVPD.

Properties
HOMO-LUMO gap = 11.0 eV
highest occupied orbital energy = -10.74 eV
SMILES = O.O.O.O.O.O.O

Last column: Mulliken charge in e.
Positions of all 21 atoms, in Å:
O (-0.26686, 1.92951, -1.36823)  -0.749
O (0.14695, -2.13564, -0.61631)  -0.778
O (-0.14766, -0.42400, 1.86990)  -0.703
O (-2.59782, 0.05259, 1.08362)  -0.723
O (2.49979, -0.78687, -0.38810)  -0.765
O (-1.61629, -0.38792, -1.60340)  -0.717
O (1.64183, 1.42647, 0.67548)  -0.843
H (0.46400, 1.74037, -0.67592)  0.424
H (-2.17879, -0.36293, -0.79721)  0.375
H (-3.05036, 0.89490, 1.40949)  0.315
H (-0.37528, -1.54265, -1.21353)  0.443
H (-0.45268, -3.03320, -0.54516)  0.310
H (-0.07990, -1.18222, 1.22135)  0.375
H (1.83152, -1.48938, -0.92635)  0.375
H (2.02365, 0.67013, 0.11485)  0.495
H (-1.33490, 0.54321, -1.68206)  0.392
H (0.63091, 0.18085, 1.71636)  0.353
H (2.47889, 2.13627, 0.65415)  0.324
H (-0.61461, 2.80712, -1.00053)  0.327
H (2.66002, -1.14341, 0.55224)  0.339
H (-1.66240, 0.10677, 1.51938)  0.431

B | Below is 7 unconnected molecules or ions with the total composition H14O7, with properties calculated with wB97M-V/def2-TZVPD.

Properties
HOMO-LUMO gap = 10.8 eV
highest occupied orbital energy = -10.80 eV
SMILES = O.O.O.O.O.O.O

Last column: Mulliken charge in e.
Positions of all 21 atoms, in Å:
O (19.97738, -10.92612, 18.64618)  -0.596
O (15.12982, -10.08271, 14.73768)  -0.637
O (19.72580, -10.05805, 15.68457)  -0.683
O (17.01833, -14.18941, 16.95214)  -0.625
O (17.00617, -10.12670, 16.90733)  -0.776
O (15.65745, -12.09459, 18.36158)  -0.653
O (17.66703, -7.22814, 17.11842)  -0.635
H (17.47342, -8.17635, 17.10978)  0.384
H (14.75996, -9.25132, 14.42865)  0.325
H (14.85303, -11.64278, 18.08337)  0.312
H (19.90521, -10.21410, 18.00746)  0.243
H (15.43858, -12.50829, 19.20329)  0.302
H (20.08574, -9.29897, 16.15700)  0.351
H (15.67167, -9.85110, 15.50493)  0.357
H (19.17747, -9.65590, 14.99957)  0.352
H (18.20782, -7.08621, 17.89976)  0.305
H (16.68074, -14.99300, 17.35525)  0.296
H (17.88124, -10.33604, 16.55071)  0.360
H (19.87222, -10.50958, 19.50663)  0.320
H (16.96995, -10.56803, 17.76518)  0.330
H (16.66168, -13.46452, 17.48665)  0.366

C | Below is 7 unconnected molecules or ions with the total composition H14O7, with properties calculated with wB97M-V/def2-TZVPD.

Properties
HOMO-LUMO gap = 11.0 eV
highest occupied orbital energy = -10.70 eV
SMILES = O.O.O.O.O.O.O

Last column: Mulliken charge in e.
Positions of all 21 atoms, in Å:
O (4.78233, -8.26456, 7.81215)  -0.673
O (3.26413, -6.90185, 5.65928)  -0.708
O (3.10025, -9.46351, 3.81729)  -0.647
O (0.37869, -8.39010, 4.08149)  -0.621
O (4.59914, -5.07039, 7.56893)  -0.617
O (3.02046, -10.56439, 6.60972)  -0.701
O (0.55993, -5.50584, 5.12138)  -0.665
H (1.22399, -8.18065, 3.74955)  0.308
H (3.08414, -7.30419, 4.79495)  0.300
H (0.02869, -7.67526, 4.61203)  0.343
H (3.37716, -9.90640, 7.18524)  0.313
H (2.90126, -10.20673, 3.30335)  0.284
H (3.76585, -11.16110, 6.35293)  0.348
H (4.70934, -4.34494, 8.16926)  0.288
H (1.34007, -5.87600, 5.54075)  0.362
H (5.62901, -7.78379, 7.75553)  0.335
H (0.65667, -4.89619, 4.37120)  0.308
H (3.90850, -6.16938, 5.48754)  0.344
H (4.26792, -7.90861, 7.05808)  0.357
H (3.04128, -9.76527, 4.77521)  0.411
H (4.00155, -5.70486, 7.97730)  0.328

D | Below is 7 unconnected molecules or ions with the total composition H14O7, with properties calculated with wB97M-V/def2-TZVPD.

Properties
HOMO-LUMO gap = 11.2 eV
highest occupied orbital energy = -10.96 eV
SMILES = O.O.O.O.O.O.O

Last column: Mulliken charge in e.
Positions of all 21 atoms, in Å:
O (0.34617, 1.05127, 1.80823)  -0.795
O (-1.57347, 1.28755, -0.14552)  -0.764
O (0.04052, -1.63330, 1.32971)  -0.740
O (0.53287, 0.52900, -2.18882)  -0.756
O (1.18922, -1.76849, -1.11962)  -0.756
O (2.33931, 1.74274, -0.14311)  -0.742
O (-2.77374, -1.15435, 0.51574)  -0.777
H (0.58370, -1.70301, 0.49921)  0.429
H (-0.27521, 0.73802, -1.60512)  0.403
H (-2.06010, 0.46177, 0.16252)  0.435
H (1.09997, -0.86133, -1.59685)  0.436
H (2.77037, 2.69672, -0.02942)  0.307
H (1.16057, 0.98973, -1.59975)  0.378
H (-2.89782, -1.47149, -0.52928)  0.368
H (0.98928, -2.42803, -1.86647)  0.309
H (0.44194, -2.29687, 1.87687)  0.291
H (-2.28699, 1.96411, -0.23880)  0.295
H (0.16029, 0.09986, 1.79445)  0.373
H (-1.90056, -1.50828, 0.80756)  0.394
H (1.75153, 1.50680, 0.66426)  0.448
H (-0.34406, 1.37658, 1.20789)  0.465

Result of the stability comparison: D is the most stable of them.

A | Below is 7 unconnected molecules or ions with the total composition H14O7, with properties calculated with wB97M-V/def2-TZVPD.

Properties
HOMO-LUMO gap = 12.1 eV
highest occupied orbital energy = -11.38 eV
SMILES = O.O.O.O.O.O.O

Last column: Mulliken charge in e.
Positions of all 21 atoms, in Å:
O (2.01332, -3.30210, -0.72963)  -0.782
O (2.13048, -0.54145, -1.06337)  -0.746
O (-1.21978, 3.61188, 0.58794)  -0.742
O (-0.09354, 1.46189, 2.00815)  -0.732
O (-1.97674, 1.72452, -1.28367)  -0.732
O (-0.34062, -2.78118, 0.49251)  -0.760
O (-0.30825, -0.17777, -0.12265)  -1.096
H (-1.99728, 4.10697, 0.94042)  0.314
H (-2.84912, 1.41106, -1.08142)  0.325
H (1.14213, -3.21959, -0.25072)  0.456
H (-1.53457, 3.03410, -0.12444)  0.439
H (-0.39096, -1.78880, 0.21057)  0.556
H (2.24928, -0.42225, -2.01084)  0.317
H (-1.16012, -3.22867, 0.18203)  0.318
H (2.67702, -3.57335, -0.04329)  0.341
H (0.57262, -0.20358, -0.56617)  0.391
H (-0.49213, 2.32566, 1.67902)  0.407
H (-0.05172, 0.34807, 0.71969)  0.491
H (-1.37073, 1.03128, -0.89197)  0.489
H (0.81509, 1.70556, 2.22585)  0.336
H (2.18563, -1.52223, -0.87800)  0.410

B | Below is a molecular structure, H14O7, with properties calculated with wB97M-V/def2-TZVPD.

Properties
HOMO-LUMO gap = 9.2 eV
highest occupied orbital energy = -10.30 eV

Last column: Mulliken charge in e.
Positions of all 21 atoms, in Å:
O (1.38342, 0.52158, 0.71308)  -0.965
O (0.44390, 3.43655, -0.16328)  -0.722
O (-0.17558, -2.69860, -0.62588)  -0.780
O (-1.44349, 2.35376, -1.90641)  -0.707
O (-0.60748, -0.38806, 1.88115)  -0.869
O (-0.25205, -0.25554, -1.02968)  -0.650
O (0.38531, -2.67630, 1.90459)  -0.810
H (-2.32600, 2.88128, -1.79294)  0.317
H (0.80338, 3.21101, -1.70727)  0.449
H (-0.06099, -1.28183, 2.44073)  0.508
H (-0.84046, 0.51114, -1.35571)  0.325
H (0.67511, -2.61461, 0.85894)  0.463
H (2.29318, 1.23915, 1.64991)  0.343
H (0.49859, 0.28944, 1.19467)  0.497
H (-0.86029, 2.77769, -1.27391)  0.397
H (-0.85331, -1.18220, 0.93524)  0.393
H (-0.84748, -3.19802, 1.75409)  0.389
H (0.53702, -0.01362, -0.57352)  0.432
H (0.55296, -3.34795, -1.10695)  0.333
H (0.77447, 2.23294, -0.43927)  0.250
H (-0.08021, -1.79782, -1.35757)  0.407

C | Below is 7 unconnected molecules or ions with the total composition H14O7, with properties calculated with wB97M-V/def2-TZVPD.

Properties
HOMO-LUMO gap = 11.7 eV
highest occupied orbital energy = -11.30 eV
SMILES = O.O.O.O.O.O.O

Last column: Mulliken charge in e.
Positions of all 21 atoms, in Å:
O (4.60864, 4.46456, 0.31088)  -0.643
O (-0.44215, -6.14346, 0.18645)  -0.632
O (-0.29242, 0.20270, 0.72239)  -0.642
O (-4.68597, -4.60873, -1.32633)  -0.640
O (2.62093, 1.00972, -3.26782)  -0.638
O (-4.00280, 2.86531, -0.87176)  -0.641
O (0.69221, 2.72927, 4.45125)  -0.644
H (-3.53027, 2.49246, -0.12748)  0.324
H (-3.78278, -4.63207, -1.01019)  0.324
H (-3.74075, 2.32522, -1.61733)  0.317
H (-0.26104, -0.73756, 0.89889)  0.318
H (0.37304, -5.87531, 0.61044)  0.316
H (3.47777, 1.06643, -2.84491)  0.321
H (4.59083, 5.25002, -0.23591)  0.322
H (2.46671, 1.88780, -3.61628)  0.317
H (0.28065, 2.14614, 3.81344)  0.327
H (1.38510, 3.17108, 3.96040)  0.316
H (5.24539, 4.66426, 0.99711)  0.321
H (-0.44697, -7.09801, 0.25761)  0.318
H (-4.95114, -5.52773, -1.36320)  0.315
H (0.39502, 0.34791, 0.07233)  0.325

Result of the stability comparison: A is the most stable of them.